# C48H39AsF6HfN6P

C48H39AsF6HfN6P as an isolated structure at a distorted geometry (ωB97M-V/def2-TZVPD, the OMol25 dataset).

**Multiplicity**: 2
**E_tot**: -147058.560 eV
**Total charge**: +4
**Maximum force**: 1.23 eV/Å
**LUMO energy (spin up / spin down)**: -11.376 / -13.780 eV
**Orbital gap (spin up / spin down)**: 5.775 / 3.372 eV

Each line ends with the Mulliken charge.
Element x y z (Å)
Hf: -0.257 -0.077 -0.385  1.91
C: 3.668 3.854 -0.402  -1.07
N: 2.354 3.271 -0.023  0.21
C: 1.927 2.045 -0.328  -0.11
N: 0.655 1.868 0.104  0.04
C: 0.270 3.040 0.742  -0.29
C: 1.331 3.941 0.653  0.57
C: 1.347 5.304 1.100  0.50
C: 0.174 6.117 0.889  0.02
C: 0.173 7.438 1.259  -0.94
C: 1.308 7.982 1.860  -0.38
C: 2.463 7.190 2.098  -0.76
C: 2.493 5.882 1.706  -0.43
C: -0.960 3.299 1.453  0.28
C: -0.883 3.868 2.752  -0.24
C: -2.042 4.171 3.445  -1.00
C: -3.277 3.937 2.853  -0.46
C: -3.361 3.383 1.566  -1.01
C: -2.217 3.046 0.880  -0.30
P: 2.987 0.847 -1.269  -0.31
C: 2.688 -0.657 -0.300  -0.13
N: 1.504 -1.189 0.124  -0.20
C: 1.777 -2.471 0.604  -1.04
C: 3.115 -2.715 0.432  0.83
N: 3.653 -1.565 -0.123  0.40
C: 5.102 -1.356 -0.353  -1.00
C: 3.913 -3.898 0.780  0.00
C: 3.858 -4.405 2.074  -0.15
C: 4.620 -5.513 2.411  -0.86
C: 5.426 -6.120 1.458  -0.48
C: 5.469 -5.628 0.161  -0.82
C: 4.716 -4.514 -0.180  -0.21
C: 0.803 -3.381 1.227  0.86
C: 0.130 -3.003 2.385  -0.04
C: -0.701 -3.905 3.031  -0.88
C: -0.866 -5.184 2.519  -0.61
C: -0.197 -5.565 1.361  -0.94
C: 0.644 -4.669 0.718  -0.38
C: 1.779 0.525 -2.591  -0.08
N: 0.502 0.153 -2.373  0.02
C: -0.113 -0.004 -3.598  -0.13
C: 0.790 0.300 -4.580  1.08
N: 1.970 0.627 -3.911  0.36
C: 3.247 0.935 -4.588  -1.00
C: 0.660 0.220 -6.041  0.07
C: 1.016 1.295 -6.855  -0.31
C: 0.891 1.189 -8.232  -0.77
C: 0.416 0.014 -8.796  -0.47
C: 0.052 -1.055 -7.988  -0.83
C: 0.171 -0.954 -6.610  -0.28
C: -1.489 -0.500 -3.620  0.62
C: -1.800 -1.535 -2.735  -0.71
C: -3.094 -2.035 -2.658  -0.96
C: -4.074 -1.503 -3.481  -0.69
C: -3.762 -0.482 -4.378  -0.75
C: -2.472 0.025 -4.453  -0.64
H: 3.991 3.439 -1.350  0.40
H: 4.411 3.645 0.364  0.35
H: 3.549 4.925 -0.516  0.52
H: -0.681 5.702 0.374  0.57
H: -0.693 8.059 1.068  0.50
H: 1.315 9.029 2.144  0.47
H: 3.318 7.625 2.602  0.47
H: 3.363 5.276 1.928  0.55
H: 0.082 4.005 3.226  0.61
H: -1.985 4.580 4.445  0.51
H: -4.186 4.181 3.391  0.49
H: -4.331 3.236 1.107  0.53
H: -2.292 2.674 -0.134  0.82
H: 5.644 -2.003 0.330  0.43
H: 5.356 -0.322 -0.149  0.44
H: 5.370 -1.620 -1.373  0.35
H: 3.228 -3.931 2.819  0.46
H: 4.586 -5.903 3.420  0.46
H: 6.023 -6.982 1.726  0.45
H: 6.081 -6.117 -0.586  0.44
H: 4.730 -4.149 -1.204  0.45
H: 0.303 -2.025 2.819  0.60
H: -1.202 -3.620 3.949  0.56
H: -1.503 -5.893 3.034  0.49
H: -0.320 -6.566 0.965  0.51
H: 1.184 -4.972 -0.173  0.56
H: 3.292 0.354 -5.504  0.40
H: 4.078 0.662 -3.944  0.44
H: 3.299 1.992 -4.838  0.36
H: 1.358 2.229 -6.418  0.45
H: 1.154 2.027 -8.865  0.43
H: 0.327 -0.070 -9.872  0.45
H: -0.318 -1.969 -8.432  0.45
H: -0.106 -1.791 -5.978  0.49
H: -0.997 -2.050 -2.212  1.10
H: -3.327 -2.862 -1.998  0.62
H: -5.081 -1.899 -3.443  0.50
H: -4.532 -0.081 -5.026  0.50
H: -2.233 0.823 -5.146  0.61
F: -1.132 0.010 1.566  -0.63
As: -2.742 -0.823 1.061  1.94
F: -2.289 0.298 -0.466  -0.72
F: -3.567 0.458 1.710  -0.31
F: -3.913 -1.502 0.122  -0.31
F: -2.684 -1.838 2.355  -0.29
F: -1.464 -1.790 0.146  -0.55

***

# C3H5NO2

C3H5NO2 as an isolated structure (ωB97M-V/def2-TZVPD, the OMol25 dataset).

**E_tot**: -8775.741 eV
**Total charge**: 0
**Maximum force**: 0.73 eV/Å
**LUMO energy**: 0.906 eV
**Relative energy (zero: lowest compared OMol25 entry of this formula, charge and spin)**: 188.5 kJ/mol
**Orbital gap**: 11.206 eV

Each line ends with the Mulliken charge.
Element x y z (Å)
O: -0.107 -0.076 -2.074  -0.53
C: 0.164 -0.416 -0.764  0.07
C: 0.912 0.342 0.516  -0.47
N: -0.101 -0.377 1.340  -0.40
C: -0.938 -0.258 0.228  0.50
O: -2.020 0.260 0.088  -0.60
H: -1.018 0.259 -2.135  0.34
H: 0.673 -1.382 -0.752  0.29
H: 1.950 0.049 0.685  0.26
H: 0.788 1.426 0.656  0.28
H: -0.457 0.057 2.184  0.27

***

# C10H16

A 2-piece molecular cluster, C10H16 overall at a distorted geometry (ωB97M-V/def2-TZVPD, the OMol25 dataset).

**E_tot**: -10628.399 eV
**Total charge**: 0
**Maximum force**: 2.90 eV/Å
**LUMO energy**: 1.015 eV
**Relative energy (zero: lowest compared OMol25 entry of this formula, charge and spin)**: 129.7 kJ/mol
**Orbital gap**: 9.994 eV
**SMILES**: Cc1ccccc1.CCC

Each line ends with the Mulliken charge.
Element x y z (Å)
C: -0.263 2.648 2.218  -1.39
C: 0.706 1.956 1.327  0.78
C: 2.065 2.254 1.300  -0.59
C: 2.976 1.565 0.572  -0.38
C: 2.473 0.723 -0.417  -0.40
C: 1.104 0.587 -0.637  -0.40
C: 0.183 1.184 0.298  -0.32
H: -0.883 1.833 2.642  0.33
H: -1.025 3.283 1.775  0.32
H: 0.199 3.155 3.070  0.34
H: 2.510 2.887 2.081  0.25
H: 4.041 1.717 0.683  0.37
H: 3.261 0.152 -0.915  0.32
H: 0.910 0.125 -1.591  0.42
H: -0.840 0.845 0.270  0.33
C: -1.588 -2.324 0.108  -1.16
C: -1.840 -1.740 -1.318  -0.05
C: -1.295 -2.652 -2.428  -1.09
H: -1.864 -1.504 0.785  0.29
H: -0.545 -2.532 0.260  0.33
H: -2.110 -3.206 0.426  0.41
H: -2.918 -1.711 -1.431  0.30
H: -1.669 -0.671 -1.112  0.07
H: -0.226 -2.479 -2.511  0.30
H: -1.515 -3.679 -2.139  0.30
H: -1.847 -2.416 -3.318  0.33

***

# C24H31N3O11

A 2-piece molecular cluster, C24H31N3O11 overall at a distorted geometry (ωB97M-V/def2-TZVPD, the OMol25 dataset).

**E_tot**: -52380.927 eV
**Total charge**: 0
**Maximum force**: 2.86 eV/Å
**LUMO energy**: -0.387 eV
**Relative energy (zero: lowest compared OMol25 entry of this formula, charge and spin)**: 0.0 kJ/mol
**Orbital gap**: 8.382 eV
**SMILES**: O=[N+]([O-])c1ccc(O[C@@H]2O[C@H](CO)[C@@H](O)[C@H](O)[C@@H]2O)cc1.CNC(=O)[C@H](Cc1ccc(O)cc1)NC(C)=O

Each line ends with the Mulliken charge.
Element x y z (Å)
O: 2.826 1.715 6.349  -0.59
N: 3.397 0.619 6.422  0.94
O: 3.747 0.099 7.490  -0.59
C: 3.659 -0.082 5.220  -0.25
C: 4.498 -1.217 5.194  -0.40
C: 4.761 -1.893 3.997  -0.55
C: 4.195 -1.479 2.793  0.18
O: 4.528 -2.192 1.668  -0.40
C: 3.751 -1.994 0.477  0.12
O: 2.427 -2.515 0.695  -0.47
C: 1.559 -2.384 -0.441  1.01
C: 0.161 -2.893 -0.053  -1.42
O: 0.076 -4.328 -0.059  -0.56
C: 2.153 -3.148 -1.640  0.12
O: 1.314 -3.040 -2.800  -0.68
C: 3.541 -2.584 -1.962  -0.48
O: 4.105 -3.341 -3.042  -0.59
C: 4.447 -2.668 -0.727  -0.26
O: 4.761 -4.054 -0.514  -0.59
C: 3.346 -0.364 2.816  0.24
C: 3.087 0.329 3.999  -0.36
H: 4.965 -1.579 6.105  0.44
H: 5.414 -2.760 3.988  0.45
H: 3.687 -0.926 0.253  0.38
H: 1.473 -1.324 -0.701  -0.05
H: -0.575 -2.486 -0.754  0.44
H: -0.085 -2.511 0.943  0.50
H: -0.673 -4.637 0.480  0.35
H: 2.260 -4.205 -1.369  0.41
H: 0.504 -3.563 -2.653  0.41
H: 3.436 -1.535 -2.262  0.34
H: 3.425 -3.430 -3.738  0.39
H: 5.376 -2.127 -0.932  0.41
H: 4.948 -4.450 -1.386  0.42
H: 2.865 -0.020 1.914  0.12
H: 2.425 1.190 3.958  0.49
C: -4.586 5.561 -1.304  -0.99
N: -4.872 4.129 -1.251  -0.10
C: -4.091 3.222 -0.646  0.12
O: -3.100 3.569 -0.013  -0.65
C: -4.520 1.732 -0.676  0.61
C: -3.480 0.725 -1.223  -1.61
C: -2.044 0.928 -0.780  0.65
C: -1.588 0.395 0.442  -0.54
C: -0.257 0.616 0.852  -0.63
C: 0.610 1.378 0.040  0.88
O: 1.886 1.618 0.436  -0.49
C: 0.160 1.895 -1.190  -0.81
C: -1.165 1.664 -1.600  -0.56
N: -5.844 1.467 -1.278  -0.16
C: -6.290 1.628 -2.528  0.58
C: -5.364 1.954 -3.686  -1.00
O: -7.484 1.520 -2.745  -0.67
H: -5.218 6.041 -2.053  0.36
H: -3.537 5.721 -1.564  0.31
H: -4.773 6.012 -0.327  0.29
H: -5.717 3.800 -1.690  0.24
H: -4.622 1.485 0.381  0.35
H: -3.482 0.744 -2.310  0.31
H: -3.790 -0.279 -0.931  0.37
H: -2.264 -0.159 1.077  0.52
H: 0.099 0.232 1.796  0.46
H: 2.269 2.355 -0.043  0.26
H: 0.823 2.476 -1.812  0.37
H: -1.516 2.081 -2.533  0.42
H: -6.572 1.194 -0.636  0.22
H: -4.535 2.584 -3.380  0.38
H: -4.984 1.022 -4.099  0.29
H: -5.939 2.469 -4.455  0.29

***

# C2H5NO

One molecule with the formula C2H5NO at a distorted geometry (ωB97M-V/def2-TZVPD, the OMol25 dataset).

**E_tot**: -5691.877 eV
**Total charge**: 0
**Maximum force**: 2.22 eV/Å
**LUMO energy**: 0.932 eV
**Relative energy (zero: lowest compared OMol25 entry of this formula, charge and spin)**: 130.5 kJ/mol
**Orbital gap**: 10.476 eV
**SMILES**: CNC=O

Each line ends with the Mulliken charge.
Element x y z (Å)
C: 0.805 -0.733 -0.017  -0.68
N: -0.168 0.193 -0.505  -0.19
C: -0.931 0.988 0.320  0.06
O: -0.583 1.538 1.341  -0.51
H: 0.683 -0.779 1.069  0.26
H: 0.619 -1.736 -0.429  0.27
H: 1.814 -0.409 -0.256  0.25
H: -0.311 0.327 -1.494  0.23
H: -1.915 0.745 -0.099  0.31

***

# C3H3HoO3

C3H3HoO3 as an isolated structure at a distorted geometry (ωB97M-V/def2-TZVPD, the OMol25 dataset).

**Multiplicity**: 6
**E_tot**: -35089.639 eV
**Total charge**: +1
**Maximum force**: 5.27 eV/Å
**LUMO energy (spin up / spin down)**: -3.692 / -7.257 eV
**Relative energy (zero: lowest compared OMol25 entry of this formula, charge and spin)**: 47.6 kJ/mol
**Orbital gap (spin up / spin down)**: 5.704 / 5.028 eV

Each line ends with the Mulliken charge.
Element x y z (Å)
C: -1.131 -1.473 0.920  -0.54
C: -0.689 -0.208 0.826  0.26
O: 0.526 0.172 0.445  -0.47
Ho: 2.190 1.770 1.049  0.67
H: -0.469 -2.323 0.747  0.29
H: -2.196 -1.656 1.064  0.29
H: -1.358 0.618 1.112  0.35
O: 2.002 1.411 -1.541  -0.43
C: 0.998 0.903 -1.929  0.82
O: 0.127 0.786 -2.693  -0.25